The following is a quantum chemistry calculation of a structure of composition C14H19AsBr2CaN3O4, from the Open Molecules 2025 dataset.

```
! wB97M-V def2-TZVPD RIJCOSX def2/J DEFGRID3
* xyz 1 1
Ca -0.519 0.487 0.133
Br 0.028 -3.329 -3.440
C -0.165 -3.576 -1.609
C -0.576 -4.838 -1.115
C -1.050 -5.022 0.223
Br -1.669 -6.847 0.620
C -0.891 -3.914 1.101
C -1.045 -4.034 2.448
C -0.762 -2.926 3.268
C -0.478 -1.691 2.698
N -0.503 -1.529 1.401
C -0.508 -2.624 0.602
C -0.163 -2.427 -0.761
O 0.073 -1.263 -1.232
H -0.630 -5.724 -1.779
H -1.358 -4.944 2.901
H -0.769 -3.045 4.326
H -0.306 -0.782 3.333
C -4.785 3.402 -0.094
O -4.553 1.964 -0.184
C -3.289 1.653 -0.460
O -2.838 0.560 -0.071
N -2.521 2.604 -1.076
N -1.150 2.193 -1.414
H -5.620 3.559 0.604
H -5.087 3.785 -1.057
H -3.888 3.924 0.295
H -2.943 3.360 -1.653
H -0.576 3.033 -1.502
H -1.185 1.781 -2.371
C 4.419 0.476 0.245
As 2.963 1.742 -0.108
C 3.379 3.394 0.790
C 3.215 1.862 -2.007
O 1.421 1.314 0.378
H 4.238 0.011 1.206
H 5.399 1.008 0.345
H 4.453 -0.327 -0.531
H 4.283 3.843 0.362
H 3.641 3.265 1.861
H 2.548 4.093 0.680
H 2.260 1.672 -2.490
H 3.899 1.060 -2.465
H 3.608 2.798 -2.403
*
```

HOMO (eV): -9.145
E (Eh): -9071.39633

These are the Mulliken partial charges, in e, on atoms 1 to 5: number 1, Ca, carries 2.19; number 2, Br, carries -0.16; number 3, C, carries -0.33; number 4, C, carries -0.24; number 5, C, carries -0.67



The following is a quantum chemistry calculation of a cluster of 2 separate species, C6H11N2S in total, from the Open Molecules 2025 dataset.

```
! wB97M-V def2-TZVPD RIJCOSX def2/J DEFGRID3
* xyz 1 1
C 0.123 -0.759 0.181
C 3.394 -0.446 -0.187
C -2.252 -0.618 -0.421
C -0.353 1.192 -0.986
C -1.275 0.878 1.181
C -0.989 0.137 -0.113
N 1.127 -1.253 0.420
N 3.603 -1.616 0.101
S 2.896 1.057 -0.191
H -2.097 -1.241 -1.348
H -2.613 -1.097 0.439
H -3.093 -0.040 -0.930
H -1.092 1.975 -1.293
H 0.132 0.877 -1.941
H 0.321 1.697 -0.294
H -2.081 1.682 1.007
H -0.351 1.240 1.683
H -1.831 0.225 1.967
H 1.806 -1.957 0.606
H 4.626 -1.934 0.119
*
```

HOMO (eV): -13.603
E (Eh): -742.57378

These are the Mulliken partial charges, in e, on atoms 1 to 5: number 1, C, carries 0.08; number 2, C, carries 0.57; number 3, C, carries -1.61; number 4, C, carries -1.50; number 5, C, carries -1.42



The following is a quantum chemistry calculation of a cluster of 7 separate species, C27H44IN7O2S in total, from the Open Molecules 2025 dataset.

```
! wB97M-V def2-TZVPD RIJCOSX def2/J DEFGRID3
* xyz 0 1
O 0.756 -3.003 -4.369
C 0.378 -2.381 -5.315
N 1.305 -1.628 -6.130
C 1.656 -0.596 -5.584
S 1.958 0.706 -4.764
O -0.914 -2.355 -5.700
C -1.490 -1.054 -5.655
I -2.241 -0.483 -7.588
H -2.355 -1.071 -5.006
H -0.805 -0.285 -5.315
C 4.834 0.686 -0.071
C 5.300 0.773 -1.517
C 5.217 2.181 -2.118
C 3.833 2.665 -2.109
N 2.737 3.010 -2.116
H 3.782 0.961 0.029
H 4.944 -0.335 0.293
H 5.420 1.340 0.578
H 4.697 0.094 -2.125
H 6.334 0.429 -1.582
H 5.568 2.167 -3.150
H 5.834 2.887 -1.560
C 1.401 -3.536 0.339
C 1.810 -2.687 -0.859
C 3.113 -3.172 -1.501
C 4.225 -3.113 -0.542
N 5.091 -3.062 0.212
H 2.146 -3.486 1.136
H 0.454 -3.186 0.752
H 1.276 -4.582 0.053
H 1.920 -1.644 -0.549
H 1.021 -2.712 -1.612
H 3.369 -2.556 -2.364
H 3.008 -4.201 -1.845
C -5.869 -0.242 -1.117
C -5.081 -1.411 -1.695
C -3.655 -1.023 -2.102
C -3.668 0.022 -3.129
N -3.679 0.867 -3.909
H -5.997 0.555 -1.851
H -6.864 -0.566 -0.809
H -5.365 0.176 -0.243
H -5.614 -1.814 -2.560
H -5.022 -2.211 -0.955
H -3.120 -1.891 -2.491
H -3.093 -0.646 -1.251
C 0.650 -0.587 3.043
C 1.105 0.341 1.925
C -0.075 0.883 1.108
C -0.819 -0.208 0.471
N -1.404 -1.048 -0.050
H 0.143 -1.467 2.648
H 1.506 -0.935 3.624
H -0.029 -0.074 3.714
H 1.796 -0.187 1.263
H 1.654 1.183 2.350
H 0.281 1.557 0.327
H -0.761 1.437 1.752
C -2.478 -2.460 6.855
C -3.805 -2.504 6.105
C -3.627 -2.606 4.586
C -2.895 -1.448 4.063
N -2.318 -0.544 3.654
H -1.896 -1.578 6.583
H -2.649 -2.419 7.931
H -1.876 -3.345 6.643
H -4.386 -1.612 6.344
H -4.384 -3.364 6.445
H -4.596 -2.650 4.088
H -3.073 -3.509 4.325
C 0.986 6.555 -0.035
C 0.597 5.131 0.346
C -0.456 5.077 1.460
C 0.049 5.709 2.685
N 0.444 6.204 3.643
H 1.441 7.081 0.806
H 1.711 6.546 -0.848
H 0.116 7.125 -0.365
H 1.488 4.585 0.661
H 0.202 4.619 -0.533
H -0.714 4.043 1.687
H -1.367 5.591 1.152
*
```

Structure (SMILES): O=C(N=C=S)OCI.CCCC#N.CCCC#N.CCCC#N.CCCC#N.CCCC#N.CCCC#N
HOMO (eV): -9.638
E (Eh): -2284.79649

These are the Mulliken partial charges, in e, on atoms 1 to 5: number 1, O, carries -0.41; number 2, C, carries 0.61; number 3, N, carries -0.34; number 4, C, carries 0.50; number 5, S, carries -0.28



The following is a quantum chemistry calculation of a cluster of 4 separate species, C10H31N2O5 in total, from the Open Molecules 2025 dataset.

```
! wB97M-V def2-TZVPD RIJCOSX def2/J DEFGRID3
* xyz 2 2
O -0.716 0.281 -0.520
H -0.560 0.906 -1.232
H 0.019 -0.300 -0.311
H -1.115 0.710 0.240
C 0.795 1.825 -4.757
C 0.878 1.180 -3.360
C 2.309 1.241 -2.830
O 3.148 0.644 -3.766
C 4.530 0.869 -3.407
N -0.117 1.816 -2.493
H -0.175 2.036 -5.207
H 1.646 1.496 -5.353
H 1.216 2.820 -4.615
H 0.647 0.120 -3.462
H 2.256 0.767 -1.849
H 2.663 2.263 -2.690
H 4.884 1.900 -3.385
H 5.188 0.484 -4.186
H 4.721 0.362 -2.461
H -1.069 1.765 -2.826
H 0.103 2.802 -2.492
C -0.245 0.770 3.216
C -1.587 0.383 2.532
C -2.820 0.352 3.569
O -4.081 0.129 2.882
C -5.053 -0.364 3.781
N -1.994 1.282 1.455
H -0.154 1.827 3.469
H 0.583 0.577 2.535
H -0.028 0.177 4.105
H -1.523 -0.539 1.954
H -2.768 1.327 4.052
H -2.671 -0.456 4.285
H -4.924 -1.409 4.062
H -6.043 -0.320 3.326
H -4.990 0.169 4.729
H -2.833 0.851 1.094
H -2.339 2.051 2.012
C 0.710 -2.795 0.188
C 1.095 -3.793 1.318
O 2.503 -4.071 1.246
O 1.176 -1.495 0.338
H -0.348 -2.796 -0.075
H 1.184 -3.183 -0.714
H 0.416 -4.640 1.222
H 0.826 -3.421 2.307
H 2.563 -5.001 1.475
H 2.093 -1.596 0.602
*
```

HOMO (spin up / spin down) (eV): -14.383 / -14.383
E (Eh): -884.53636

These are the Mulliken partial charges, in e, on atoms 1 to 5: number 1, O, carries -0.28; number 2, H, carries 0.67; number 3, H, carries 0.33; number 4, H, carries 0.56; number 5, C, carries -1.50



The following is a quantum chemistry calculation of a structure of composition C23H39ClN12O16S, from the Open Molecules 2025 dataset.

```
! wB97M-V def2-TZVPD RIJCOSX def2/J DEFGRID3
* xyz 0 1
C -3.382 -5.399 -3.671
C -2.236 -5.759 -2.710
C -2.468 -5.310 -1.267
C -2.131 -3.860 -0.925
N -0.658 -3.675 -0.828
C -0.137 -2.455 -1.294
C -0.252 -1.912 -2.549
Cl -1.132 -2.742 -3.796
C 0.367 -0.679 -2.891
C 1.111 0.072 -2.034
C 1.742 1.335 -2.470
C 2.016 2.381 -1.592
C 2.617 3.520 -2.097
C 2.917 3.608 -3.443
N 2.670 2.616 -4.301
C 2.112 1.521 -3.804
C 1.259 -0.455 -0.707
N 1.935 0.072 0.321
S 1.780 -0.938 1.557
N 0.879 -2.077 0.888
C 0.644 -1.697 -0.371
H -2.996 -4.887 -4.555
H -4.102 -4.725 -3.205
H -3.894 -6.285 -4.043
H -1.274 -5.392 -3.060
H -2.148 -6.850 -2.687
H -1.820 -5.920 -0.635
H -3.491 -5.553 -0.967
H -2.564 -3.133 -1.608
H -2.578 -3.665 0.056
H -0.435 -3.687 0.161
H 0.251 -0.266 -3.882
H 1.771 2.304 -0.544
H 2.852 4.349 -1.442
H 3.386 4.498 -3.845
H 1.944 0.712 -4.508
C -3.111 0.988 -4.830
N -1.683 1.267 -5.149
O -1.009 0.343 -5.559
O -1.284 2.395 -4.962
H -3.307 -0.056 -5.041
H -3.255 1.213 -3.777
H -3.714 1.644 -5.450
C -3.543 -0.505 1.394
N -3.752 -0.027 0.001
O -2.914 -0.307 -0.830
O -4.755 0.625 -0.216
H -2.614 -1.062 1.429
H -3.508 0.376 2.028
H -4.391 -1.131 1.656
C 4.878 1.352 -6.400
N 5.885 0.891 -7.396
O 5.548 0.825 -8.559
O 6.988 0.612 -6.971
H 3.950 1.565 -6.915
H 4.752 0.555 -5.674
H 5.273 2.242 -5.922
C 1.554 2.767 4.248
N 2.234 1.480 3.952
O 3.264 1.508 3.306
O 1.719 0.463 4.372
H 2.129 3.561 3.799
H 0.556 2.708 3.822
H 1.503 2.866 5.330
C 4.583 5.875 5.999
N 3.364 6.316 5.267
O 3.272 7.482 4.959
O 2.537 5.458 5.028
H 5.225 6.735 6.142
H 4.255 5.457 6.946
H 5.064 5.113 5.393
C 0.022 2.770 9.215
N 0.442 2.725 7.787
O 1.629 2.841 7.542
O -0.431 2.576 6.964
H 0.906 2.906 9.827
H -0.670 3.599 9.320
H -0.473 1.829 9.432
C 0.737 -7.711 0.239
N -0.219 -7.848 1.374
O -0.114 -8.814 2.097
O -1.047 -6.968 1.491
H 1.411 -8.559 0.257
H 0.151 -7.683 -0.675
H 1.268 -6.774 0.376
C -4.941 3.603 1.679
N -4.708 3.175 3.086
O -4.802 4.004 3.961
O -4.441 2.000 3.260
H -5.170 4.662 1.681
H -4.034 3.392 1.121
H -5.766 3.013 1.293
*
```

HOMO (eV): -7.936
E (Eh): -3618.35100

These are the Mulliken partial charges, in e, on atoms 1 to 5: number 1, C, carries -1.24; number 2, C, carries -0.42; number 3, C, carries -0.43; number 4, C, carries -0.53; number 5, N, carries -0.27



The following is a quantum chemistry calculation of the ion C2H4N3O2S with charge +1, from the Open Molecules 2025 dataset.

```
! wB97M-V def2-TZVPD RIJCOSX def2/J DEFGRID3
* xyz 1 1
C 2.522 -0.279 0.018
C -0.834 -0.062 0.166
N 0.395 -0.526 0.203
N -1.808 -1.013 0.027
N -1.146 1.260 0.064
O 2.554 -1.448 0.085
O 1.337 0.450 0.125
S 3.739 0.892 0.088
H -1.656 -1.976 -0.146
H -2.744 -0.758 -0.337
H -0.326 1.878 -0.105
H -2.033 1.583 -0.188
*
```

HOMO (spin up / spin down) (eV): -14.610 / -14.179
E (Eh): -791.15771

These are the Mulliken partial charges, in e, on atoms 1 to 5: number 1, C, carries 0.59; number 2, C, carries 0.67; number 3, N, carries -0.26; number 4, N, carries -0.35; number 5, N, carries -0.33



The following is a quantum chemistry calculation of a cluster of 10 separate species, H20O10 in total, from the Open Molecules 2025 dataset.

```
! wB97M-V def2-TZVPD RIJCOSX def2/J DEFGRID3
* xyz 0 1
O 0.009 0.036 1.032
H 0.714 -0.583 1.146
H -0.788 -0.454 0.652
O 0.365 -2.774 -1.095
H 1.032 -2.885 -0.439
H -0.426 -2.912 -0.564
O 1.121 0.270 -2.510
H 0.896 -0.249 -1.660
H 0.359 0.713 -2.830
O 1.262 0.641 2.598
H 0.311 0.877 2.601
H 1.639 0.924 1.849
O -1.239 -0.501 -4.067
H -1.788 -1.205 -4.035
H -0.603 -0.554 -3.340
O 0.155 -2.460 3.387
H 0.984 -2.587 3.817
H -0.532 -2.662 3.939
O -3.173 3.188 0.068
H -4.056 3.051 0.466
H -3.153 3.928 -0.472
O 2.173 1.993 -0.707
H 1.402 1.796 -1.179
H 1.701 2.120 0.152
O -3.236 -0.494 0.493
H -4.139 -0.726 0.767
H -2.661 -1.135 0.748
O 3.608 1.083 -0.074
H 3.668 0.174 -0.176
H 4.394 1.386 -0.568
*
```

Structure (SMILES): O.O.O.O.O.O.O.O.O.O
HOMO (eV): -7.972
E (Eh): -764.17408

These are the Mulliken partial charges, in e, on atoms 1 to 5: number 1, O, carries -0.51; number 2, H, carries 0.42; number 3, H, carries 0.06; number 4, O, carries -0.60; number 5, H, carries 0.29



The following is a quantum chemistry calculation of an isolated molecule of C6H5N3O5, from the Open Molecules 2025 dataset.

```
! wB97M-V def2-TZVPD RIJCOSX def2/J DEFGRID3
* xyz 0 1
O -1.015 2.106 -0.287
N -1.582 1.372 0.508
O -2.799 1.372 0.674
C -0.780 0.565 1.402
C 0.436 0.063 1.252
C 1.196 0.326 -0.011
C 0.937 -0.560 -1.194
C -0.196 -1.164 -1.619
C -1.445 -0.895 -0.987
N -2.578 -1.137 -0.670
O -3.648 -1.199 -0.164
N 2.723 0.153 0.261
O 2.983 0.455 1.402
O 3.483 -0.231 -0.612
H -1.453 0.292 2.256
H 0.919 -0.402 2.107
H 1.059 1.409 -0.267
H 1.850 -0.600 -1.647
H -0.091 -1.926 -2.403
*
```

Structure (SMILES): O=[N+]([O-])/C=C\[C@H](/C=C\C#[N+][O-])[N+](=O)[O-]
HOMO (eV): -9.431
E (Eh): -771.74273

These are the Mulliken partial charges, in e, on atoms 1 to 5: number 1, O, carries -0.60; number 2, N, carries 0.97; number 3, O, carries -0.54; number 4, C, carries -0.62; number 5, C, carries -0.17



The following is a quantum chemistry calculation of an isolated molecule of C4H5NO, from the Open Molecules 2025 dataset.

```
! wB97M-V def2-TZVPD RIJCOSX def2/J DEFGRID3
* xyz 0 1
C 0.975 1.130 0.007
C 1.669 -0.100 0.096
C -0.658 -1.181 0.003
C -1.211 0.181 -0.018
N -0.288 1.292 -0.030
O 2.676 -0.690 -0.051
H 1.567 2.036 0.096
H -0.303 -1.615 -0.913
H -0.741 -1.800 0.874
H -1.831 0.359 -0.908
H -1.855 0.388 0.844
*
```

HOMO (spin up / spin down) (eV): -7.532 / -7.772
E (Eh): -285.26575

These are the Mulliken partial charges, in e, on atoms 1 to 5: number 1, C, carries -0.09; number 2, C, carries 0.34; number 3, C, carries -0.97; number 4, C, carries -0.10; number 5, N, carries -0.47



The following is a quantum chemistry calculation of a structure of composition C41H41FeN8O10P2S2, from the Open Molecules 2025 dataset.

```
! wB97M-V def2-TZVPD RIJCOSX def2/J DEFGRID3
* xyz 0 2
Fe -0.673 -0.290 1.561
C -7.597 2.000 1.177
C -6.489 1.053 1.544
C -6.687 0.074 2.513
C -5.673 -0.804 2.866
C -4.440 -0.703 2.244
C -4.215 0.275 1.291
C -5.237 1.142 0.943
S -2.924 -1.849 4.103
O -3.040 -3.229 4.422
O -3.582 -0.841 4.871
N -3.355 -1.634 2.514
C -3.345 -2.837 1.735
C -4.502 -3.479 1.404
C -4.481 -4.717 0.719
C -3.296 -5.312 0.415
C -2.075 -4.662 0.734
C -0.817 -5.251 0.458
C 0.324 -4.591 0.793
C 0.210 -3.290 1.334
N -0.931 -2.687 1.559
C -2.086 -3.393 1.347
H -8.572 1.530 1.303
H -7.509 2.331 0.142
H -7.577 2.890 1.808
H -7.647 0.000 3.008
H -5.850 -1.551 3.629
H -3.224 0.388 0.875
H -5.043 1.923 0.217
H -5.451 -3.049 1.688
H -5.417 -5.203 0.481
H -3.263 -6.280 -0.069
H -0.785 -6.229 -0.007
H 1.303 -5.016 0.620
H 1.107 -2.722 1.553
C 10.963 0.535 -5.692
O 10.554 1.402 -4.649
C 9.358 1.153 -4.055
C 8.472 0.158 -4.457
C 7.276 -0.012 -3.775
C 6.945 0.796 -2.698
C 7.837 1.799 -2.315
C 9.031 1.979 -2.980
C 5.671 0.582 -1.998
N 4.667 -0.133 -2.444
C 3.713 -0.052 -1.453
C 4.149 0.717 -0.408
N 5.416 1.118 -0.763
C 3.377 0.980 0.772
C 3.787 1.753 1.861
C 2.911 1.914 2.907
C 1.651 1.309 2.863
N 1.235 0.559 1.843
C 2.101 0.405 0.817
C 1.622 -0.406 -0.286
N 0.374 -0.888 -0.143
C -0.137 -1.597 -1.139
C 0.561 -1.868 -2.320
C 1.843 -1.388 -2.465
C 2.400 -0.635 -1.426
H 11.963 0.852 -5.973
H 10.301 0.619 -6.557
H 10.992 -0.503 -5.352
H 8.699 -0.486 -5.293
H 6.581 -0.782 -4.081
H 7.599 2.469 -1.499
H 9.722 2.758 -2.692
H 6.038 1.697 -0.228
H 4.766 2.218 1.877
H 3.168 2.510 3.771
H 0.969 1.470 3.677
H -1.138 -1.986 -0.990
H 0.087 -2.455 -3.094
H 2.426 -1.569 -3.357
O 0.875 -1.112 5.070
P -0.646 -0.775 5.380
O -1.136 -1.275 6.656
O -1.364 -1.523 4.088
O -0.730 0.723 5.042
P -1.564 1.744 3.961
O -2.913 1.990 4.768
O -0.749 2.958 3.901
O -1.856 0.869 2.780
H 1.162 -1.849 5.624
H -3.429 1.174 4.827
C -2.086 4.902 -1.442
C -1.189 3.953 -2.218
N -1.796 2.647 -2.434
C -1.800 1.665 -1.515
S -1.067 1.808 -0.022
N -2.439 0.514 -1.864
C -3.322 0.324 -2.998
C -4.691 0.972 -2.830
H -1.605 5.874 -1.340
H -2.278 4.511 -0.444
H -3.038 5.049 -1.955
H -0.250 3.795 -1.687
H -0.955 4.355 -3.206
H -2.368 2.540 -3.254
H -2.501 -0.140 -1.099
H -3.432 -0.754 -3.130
H -2.824 0.679 -3.906
H -5.234 0.507 -2.008
H -5.285 0.863 -3.738
H -4.602 2.036 -2.606
*
```

HOMO (spin up / spin down) (eV): -6.780 / -5.364
E (Eh): -5520.57306

These are the Mulliken partial charges, in e, on atoms 1 to 5: number 1, Fe, carries 1.29; number 2, C, carries -1.66; number 3, C, carries 0.91; number 4, C, carries -1.03; number 5, C, carries -0.04